{"formula": "C3H3N3O", "method": "ωB97M-V with the def2-TZVPD basis set", "e_homo_ev": -10.578, "energy_ev": -9675.2065, "smiles": "O=C[C@H]1N=CN=N1", "de_lowest_kj_mol": 216.9, "elements": ["O", "C", "N", "C", "N", "C", "N", "H", "H", "H"], "xyz": [[-2.135, -0.205, -1.553], [-1.085, 0.122, -1.086], [-0.569, 0.370, 1.203], [-0.409, -0.595, 0.110], [0.991, -0.687, -0.175], [1.502, 0.203, 0.581], [0.553, 0.868, 1.439], [-0.492, 0.988, -1.442], [-0.905, -1.547, 0.312], [2.548, 0.484, 0.611]], "atomic_forces_ev_per_a": [[0.541, 0.125, 0.206], [-0.481, -0.108, -0.226], [0.285, 0.119, -0.003], [-0.083, -0.105, 0.039], [0.071, 0.310, 0.222], [0.091, -0.175, -0.191], [-0.247, -0.185, -0.039], [-0.107, -0.058, -0.010], [0.051, 0.142, -0.025], [-0.120, -0.066, 0.026]]}

{"formula": "CH7ClSi2", "method": "ωB97M-V with the def2-TZVPD basis set", "e_homo_ev": -10.296, "energy_ev": -29428.3215, "smiles": "C[Si@H]([SiH3])Cl", "de_lowest_kj_mol": 0.0, "elements": ["C", "Si", "Si", "Cl", "H", "H", "H", "H", "H", "H", "H"], "xyz": [[0.120, -1.751, -0.077], [-0.711, 1.672, -0.245], [0.789, 0.013, 0.439], [2.674, 0.185, -0.334], [0.165, -2.579, 0.556], [-0.856, -1.350, -0.063], [0.381, -2.132, -1.014], [-1.151, 1.698, -1.731], [-0.265, 3.051, 0.100], [-1.982, 1.413, 0.538], [0.837, -0.220, 1.832]], "atomic_forces_ev_per_a": [[0.708, 2.703, 0.357], [-0.979, 0.415, -0.597], [-0.068, -2.362, -1.460], [0.480, 0.437, -0.068], [0.335, -0.837, 1.673], [-1.992, -0.435, -0.420], [0.259, -0.012, -1.793], [0.555, -0.229, 1.028], [0.074, -0.257, -0.013], [0.490, 0.023, -0.220], [0.138, 0.554, 1.511]]}

{"formula": "C4H5FS", "method": "ωB97M-V with the def2-TZVPD basis set", "e_homo_ev": -8.624, "energy_ev": -17780.9015, "smiles": "F[C@H]1C=CSC1", "de_lowest_kj_mol": 12.8, "elements": ["C", "C", "C", "C", "H", "H", "H", "H", "H", "F", "S"], "xyz": [[0.889, -0.194, 0.075], [-0.226, -1.251, 0.236], [-1.051, 1.026, -0.325], [0.200, 1.138, -0.034], [1.609, -0.225, 1.021], [-0.321, -1.375, 1.321], [0.005, -2.173, -0.288], [-1.669, 1.917, -0.536], [0.621, 2.091, 0.125], [1.676, -0.426, -1.034], [-1.733, -0.528, -0.561]], "atomic_forces_ev_per_a": [[1.122, 0.098, 2.435], [0.346, 0.715, -0.435], [-2.806, 1.686, -1.253], [1.614, -1.023, 0.693], [-1.335, -0.084, -1.957], [-0.552, -0.252, -0.364], [0.196, -0.109, 0.261], [0.177, -0.678, 0.220], [0.882, 0.708, 0.095], [0.171, -0.102, -0.366], [0.186, -0.959, 0.669]]}

{"formula": "C12H8BrN6O6S", "method": "ωB97M-V with the def2-TZVPD basis set", "e_homo_ev": -3.815, "energy_ev": -114669.2567, "total_charge": -1, "elements": ["Br", "C", "S", "C", "C", "C", "C", "C", "C", "O", "O", "H", "H", "H", "H", "H", "H", "O", "N", "O", "C", "C", "C", "N", "O", "O", "C", "N", "N", "N", "N", "C", "H", "H"], "xyz": [[-2.121, 0.755, -0.298], [-0.933, 0.962, 1.098], [-0.405, -0.405, 2.026], [-0.540, -1.875, 0.993], [-1.759, -2.539, 0.854], [-1.822, -3.717, 0.107], [-0.675, -4.219, -0.519], [0.533, -3.525, -0.403], [0.600, -2.344, 0.342], [1.010, -0.166, 2.237], [-1.270, -0.666, 3.156], [-0.204, 1.764, 1.008], [-2.652, -2.144, 1.328], [-2.772, -4.247, 0.016], [-0.724, -5.143, -1.099], [1.438, -3.896, -0.886], [1.529, -1.789, 0.422], [1.969, 4.679, 6.427], [0.746, 4.459, 6.445], [0.041, 4.504, 7.482], [0.019, 4.092, 5.231], [-1.328, 3.743, 5.327], [-2.001, 3.250, 4.189], [-3.433, 3.094, 4.168], [-4.095, 3.196, 5.217], [-3.945, 2.881, 3.044], [-1.331, 3.004, 3.003], [-0.014, 3.357, 2.931], [0.810, 3.313, 1.837], [1.958, 3.820, 2.206], [1.947, 4.200, 3.514], [0.713, 3.918, 3.981], [-1.880, 3.843, 6.253], [-1.802, 2.520, 2.152]], "atomic_forces_ev_per_a": [[-0.837, -0.065, -0.787], [0.718, -0.544, 1.606], [-0.359, 1.327, -1.633], [0.058, -0.090, -0.063], [0.159, -0.279, -0.091], [0.203, 0.103, -0.073], [0.045, 0.237, 0.165], [-0.178, 0.111, 0.064], [-0.241, -0.250, -0.078], [0.180, -0.248, 0.725], [0.077, -0.243, 0.127], [0.015, -0.967, -0.606], [0.168, -0.045, 0.058], [0.239, 0.144, -0.004], [0.006, 0.258, 0.179], [-0.258, 0.046, 0.068], [-0.109, -0.061, 0.108], [-2.448, -0.453, -0.382], [0.282, 0.372, 1.774], [1.390, 0.072, -1.581], [-0.349, -0.728, -0.192], [0.780, 0.185, -0.210], [1.202, 0.231, -0.256], [-2.190, -0.451, -0.898], [1.344, -0.075, -1.353], [0.825, 0.337, 2.231], [-0.291, 0.374, -0.030], [0.820, 0.546, 0.791], [0.883, 0.795, 0.573], [-2.047, -0.526, 0.833], [-1.202, -0.346, 0.109], [0.695, -0.049, -0.989], [0.227, 0.094, -0.039], [0.192, 0.187, -0.146]]}

{"formula": "C16H30BF4IKMgN3O10S", "method": "ωB97M-V with the def2-TZVPD basis set", "e_homo_ev": -8.038, "energy_ev": -94263.6194, "elements": ["C", "C", "N", "C", "N", "I", "C", "O", "O", "C", "C", "C", "C", "O", "C", "O", "H", "H", "H", "H", "H", "H", "H", "H", "H", "H", "H", "H", "H", "H", "H", "B", "F", "F", "F", "F", "K", "C", "O", "N", "C", "C", "H", "H", "H", "H", "H", "H", "H", "C", "C", "C", "O", "C", "H", "H", "H", "H", "H", "H", "H", "H", "O", "S", "O", "O", "O", "Mg"], "xyz": [[0.060, 0.375, 0.876], [1.379, 1.343, 1.060], [1.600, 1.893, 2.325], [2.461, 1.734, -0.110], [1.975, 1.510, -1.525], [3.372, 2.362, -2.821], [1.997, 0.020, -1.901], [1.524, -0.250, -3.150], [2.461, -1.052, -0.964], [1.732, -2.308, -1.204], [2.208, -3.567, -0.246], [3.687, -3.344, 0.455], [3.629, -2.392, 1.789], [4.100, -3.079, 3.017], [3.520, -2.296, 4.125], [4.136, -1.179, 4.543], [0.442, -0.748, 0.987], [-0.332, 0.450, -0.246], [-0.824, 0.615, 1.621], [0.815, 1.531, 2.923], [3.491, 1.220, 0.132], [2.652, 2.906, -0.008], [0.582, -2.153, -0.989], [1.821, -2.707, -2.324], [2.333, -4.523, -0.950], [1.366, -3.886, 0.537], [4.387, -2.914, -0.410], [4.135, -4.423, 0.699], [4.307, -1.444, 1.559], [2.496, -2.079, 1.939], [2.496, -2.658, 4.572], [6.776, -2.777, 6.445], [7.516, -3.820, 7.137], [5.444, -2.668, 7.017], [7.472, -1.509, 6.593], [6.672, -3.112, 5.034], [0.707, 3.781, -0.287], [-3.289, 5.774, -0.756], [-2.542, 4.824, -0.948], [-3.647, 6.712, -1.701], [-4.540, 7.811, -1.394], [-3.116, 6.597, -3.043], [-3.749, 5.956, 0.229], [-5.416, 7.746, -2.045], [-4.015, 8.753, -1.576], [-4.863, 7.776, -0.350], [-3.418, 5.633, -3.464], [-2.023, 6.636, -2.998], [-3.487, 7.408, -3.676], [-2.087, -1.432, -2.571], [-2.588, -2.642, -1.825], [-3.399, -2.015, -0.712], [-3.920, -0.780, -1.222], [-3.261, -0.484, -2.461], [-1.802, -1.640, -3.605], [-1.217, -1.011, -2.053], [-3.242, -3.234, -2.476], [-1.791, -3.294, -1.457], [-2.770, -1.781, 0.154], [-4.223, -2.654, -0.382], [-3.981, -0.650, -3.270], [-2.956, 0.566, -2.475], [-4.908, -5.280, -1.529], [-3.945, -5.748, -0.515], [-4.052, -4.905, 0.690], [-2.578, -5.658, -1.058], [-4.244, -7.148, -0.163], [-3.526, 9.315, 0.405]], "atomic_forces_ev_per_a": [[0.913, -0.474, -1.454], [-0.455, 1.026, 4.505], [-1.460, -2.297, -5.660], [0.866, 0.491, 1.713], [1.344, -3.345, 1.254], [-0.214, 0.180, 0.043], [-2.601, -2.511, -5.794], [3.102, 1.435, 8.370], [-1.989, 3.261, -2.431], [-1.711, -2.683, -0.728], [0.708, -0.685, -0.010], [0.019, -0.922, -0.497], [0.017, 0.381, -1.184], [-2.394, 2.363, 0.503], [4.239, 5.687, 1.465], [-4.584, -7.572, -2.956], [-0.920, 2.422, -0.054], [0.652, -0.117, 2.343], [2.106, -0.397, -1.474], [0.957, 0.363, -0.506], [-2.079, 0.910, -0.427], [0.400, -2.981, -0.005], [2.297, 0.029, -0.550], [0.025, 1.469, 2.420], [-0.379, 2.245, 1.370], [1.909, 1.050, -1.572], [-1.426, -0.690, 2.132], [-1.061, 2.477, -0.241], [-1.531, -1.840, 0.848], [2.212, -0.394, -0.318], [2.129, 0.408, -0.894], [0.191, 0.043, 0.074], [-0.822, 1.106, -0.754], [1.256, -0.159, -0.607], [-0.761, -1.347, -0.171], [0.041, 0.304, 1.412], [-1.403, 0.789, -0.225], [-0.173, 0.531, -0.540], [0.038, 0.544, -0.151], [0.276, -0.834, 1.271], [-0.264, -1.006, -0.921], [0.187, -0.267, -0.121], [-0.042, 0.032, -0.109], [-0.092, 0.233, 0.099], [-0.271, 0.067, -0.371], [-0.193, -0.333, -0.253], [0.114, 0.166, -0.091], [-0.111, 0.009, -0.187], [0.044, -0.147, 0.209], [0.458, 0.276, -0.181], [-0.159, -0.430, -0.118], [-0.133, 0.184, 0.249], [0.333, -0.165, -0.120], [-0.395, 0.128, -0.113], [0.008, 0.074, 0.141], [-0.010, -0.007, -0.132], [0.119, -0.004, 0.091], [-0.130, -0.020, -0.025], [-0.003, -0.128, 0.114], [0.034, 0.202, 0.093], [0.068, 0.074, -0.060], [-0.121, -0.021, 0.073], [0.155, -0.634, 0.540], [1.440, 0.969, 0.662], [-0.705, -0.358, -0.516], [-0.714, -0.698, -0.160], [-0.159, 0.609, -0.534], [0.809, 0.934, 1.220]]}

| no. | lowest unoccupied orbital energy (eV) |
| --- | --- |
| 1 | -0.6760 |
| 2 | 0.8270 |
| 3 | 0.8987 |
| 4 | 0.8376 |
| 5 | -7.0760 |